Entry from the Open Molecules 2025 dataset: a cluster of 4 separate species, C8H16Cl8 in total (the ωB97M-V functional and the def2-TZVPD basis).

The geometry in ORCA input format:
```
! RIJCOSX wB97M-V def2-TZVPD def2/J DEFGRID3
* xyz 0 1
Cl 3.381 -2.596 1.888
C 3.947 -1.007 2.585
C 5.006 -0.330 1.749
Cl 4.261 0.447 0.297
H 4.435 -1.261 3.527
H 3.149 -0.292 2.784
H 5.789 -1.009 1.411
H 5.544 0.439 2.303
Cl -3.315 0.649 1.159
C -1.832 0.083 0.326
C -1.198 1.207 -0.415
Cl -2.274 1.975 -1.613
H -2.094 -0.751 -0.325
H -1.139 -0.335 1.056
H -0.359 0.730 -0.921
H -0.878 1.966 0.299
Cl -0.691 -7.403 -1.213
C -2.115 -8.232 -0.507
C -3.287 -7.296 -0.655
Cl -2.988 -5.812 0.261
H -1.973 -8.501 0.540
H -2.149 -9.143 -1.104
H -4.201 -7.703 -0.224
H -3.385 -7.059 -1.715
Cl 0.741 6.184 -0.128
C 0.091 7.742 -0.719
C -0.560 7.599 -2.131
Cl -0.711 9.145 -2.913
H 0.846 8.529 -0.743
H -0.632 7.967 0.065
H -1.511 7.067 -2.161
H 0.100 7.003 -2.760
*
```

The value obtained for the orbital gap is 0.4079 Eh. The calculation puts the maximum force at 1.74 eV Å⁻¹. As for the structure (SMILES): ClCCCl.ClCCCl.ClCCCl.ClCCCl. As for the LUMO energy: 0.0174 Ha. As for the total energy: -3995.945594 a.u. The calculation puts the HOMO energy at -0.3905 Ha. Its relative energy (zero: lowest compared OMol25 entry of this formula, charge and spin) is 19.5 kcal/mol.